Here is the molecule C6H10O from the Open Molecules 2025 dataset. Energies are from wB97M-V/def2-TZVPD.

ΔE to the lowest compared entry with this formula, charge and spin: 1.4617 eV
calculated total energy: -8429.779 eV
orbital gap: 10.53 eV
charge: 0
molecular weight: 98.1 g mol⁻¹
E_HOMO: -9.44 eV
maximum force: 0.0071 hartree/bohr

Element x y z (Å)
C 1.726 -0.545 -0.307
C 0.773 0.331 0.492
C 0.075 1.474 -0.301
C -1.276 0.795 -0.063
O -1.573 -0.221 -1.040
C -1.203 -1.266 -0.120
C -0.626 -0.255 0.864
H 2.039 -1.431 0.259
H 2.628 0.022 -0.568
H 1.268 -0.880 -1.245
H 1.284 0.710 1.385
H 0.152 2.449 0.193
H 0.357 1.576 -1.354
H -2.155 1.402 0.183
H -0.524 -2.001 -0.569
H -2.090 -1.789 0.263
H -0.854 -0.371 1.926

Here are the Löwdin charges for atoms 1 to 8, given in e:
1. C -0.075
2. C -0.300
3. C -0.079
4. C -0.263
5. O -0.078
6. C -0.148
7. C -0.162
8. H 0.081